[1]
# C17H20N2OS

A single C17H20N2OS molecule (the ωB97M-V functional and the def2-TZVPD basis, OMol25).

Output
LUMO   0.65 eV
SMILES   Cc1ccccc1CSCCNC(=O)Nc1ccccc1
Total charge   0
Orbital gap   0.326 hartree
HOMO   -8.2 eV
E_tot   -33818.023 eV

Cartesian coordinates (Å):
C (-2.930, 0.456, 1.345)
C (-1.533, -0.066, 1.497)
C (-1.183, -1.292, 0.949)
C (0.098, -1.800, 1.075)
C (1.058, -1.073, 1.755)
C (0.721, 0.143, 2.319)
C (-0.567, 0.656, 2.207)
C (-0.891, 1.971, 2.832)
S (-1.030, 3.327, 1.596)
C (0.689, 3.393, 0.972)
C (0.710, 3.405, -0.553)
N (0.092, 2.230, -1.120)
C (0.831, 1.082, -1.270)
O (2.032, 1.055, -1.109)
N (0.062, 0.022, -1.686)
C (0.461, -1.282, -1.979)
C (1.777, -1.719, -1.854)
C (2.095, -3.033, -2.144)
C (1.120, -3.924, -2.561)
C (-0.188, -3.489, -2.693)
C (-0.517, -2.179, -2.407)
H (-3.448, 0.435, 2.305)
H (-2.928, 1.488, 0.998)
H (-3.494, -0.154, 0.644)
H (-1.929, -1.862, 0.413)
H (0.344, -2.755, 0.638)
H (2.063, -1.452, 1.850)
H (1.466, 0.696, 2.875)
H (-1.863, 1.963, 3.324)
H (-0.127, 2.275, 3.547)
H (1.162, 4.290, 1.372)
H (1.199, 2.503, 1.336)
H (1.749, 3.416, -0.892)
H (0.190, 4.287, -0.934)
H (-0.900, 2.152, -0.955)
H (-0.926, 0.193, -1.801)
H (2.534, -1.027, -1.529)
H (3.118, -3.363, -2.042)
H (1.377, -4.949, -2.783)
H (-0.957, -4.174, -3.021)
H (-1.540, -1.843, -2.512)


[2]
# C17H20N4O5S

A single C17H20N4O5S molecule in a non-equilibrium geometry (the ωB97M-V functional and the def2-TZVPD basis, OMol25).

Output
LUMO   -0.38 eV
SMILES   C=CCN(CC=C)S(=O)(=O)c1ccc(C(=O)Nc2nnc(COC)o2)cc1
Total charge   0
Orbital gap   0.332 hartree
HOMO   -9.4 eV
E_tot   -44983.783 eV

Cartesian coordinates (Å):
C (-6.593, 2.646, 0.595)
C (-5.467, 2.392, -0.042)
C (-4.426, 1.439, 0.473)
N (-4.576, 0.125, -0.120)
C (-4.409, -0.038, -1.548)
C (-3.009, 0.193, -2.036)
C (-2.360, -0.631, -2.837)
S (-4.152, -1.177, 0.814)
O (-4.559, -0.892, 2.157)
O (-4.643, -2.355, 0.166)
C (-2.353, -1.216, 0.772)
C (-1.709, -2.104, -0.068)
C (-0.328, -2.089, -0.135)
C (0.403, -1.175, 0.623)
C (1.887, -1.225, 0.494)
O (2.491, -2.212, 0.158)
N (2.517, -0.026, 0.777)
C (3.865, 0.187, 0.747)
N (4.433, 1.323, 1.018)
N (5.761, 1.116, 0.891)
C (5.932, -0.117, 0.549)
C (7.210, -0.827, 0.243)
O (7.889, -0.265, -0.847)
C (8.493, 0.981, -0.569)
O (4.746, -0.772, 0.439)
C (-0.261, -0.305, 1.487)
C (-1.643, -0.331, 1.561)
H (-7.331, 3.325, 0.202)
H (-6.819, 2.181, 1.540)
H (-5.252, 2.863, -0.992)
H (-3.420, 1.847, 0.293)
H (-4.565, 1.283, 1.544)
H (-4.726, -1.058, -1.771)
H (-5.096, 0.655, -2.047)
H (-2.540, 1.108, -1.700)
H (-1.360, -0.426, -3.180)
H (-2.811, -1.542, -3.192)
H (-2.300, -2.800, -0.639)
H (0.207, -2.777, -0.770)
H (1.981, 0.800, 1.001)
H (6.971, -1.856, -0.034)
H (7.848, -0.822, 1.142)
H (8.949, 1.308, -1.500)
H (7.754, 1.715, -0.234)
H (9.264, 0.873, 0.202)
H (0.286, 0.366, 2.133)
H (-2.178, 0.311, 2.242)


[3]
# C17H21AuClN3O7

A molecular structure, C17H21AuClN3O7 in a non-equilibrium geometry (the ωB97M-V functional and the def2-TZVPD basis, OMol25).

Output
LUMO (spin up / spin down)   -3.19 / -3.19 eV
Total charge   0
Orbital gap (spin up / spin down)   0.159 / 0.159 hartree
HOMO (spin up / spin down)   -7.5 / -7.5 eV
E_tot   -52976.795 eV

Cartesian coordinates (Å):
Au (-0.560, -0.006, 0.491)
C (-0.719, 0.138, 4.753)
C (-0.613, 0.132, 3.238)
O (-1.345, 0.883, 2.572)
O (0.243, -0.612, 2.713)
H (-1.737, 0.367, 5.050)
H (-0.049, 0.905, 5.140)
H (-0.412, -0.829, 5.135)
O (-1.052, -2.508, 0.701)
Cl (-2.500, -2.395, 0.791)
O (-2.926, -2.808, 2.066)
O (-3.061, -3.185, -0.238)
O (-2.808, -1.007, 0.567)
N (-0.218, 4.036, -3.648)
C (-1.466, 4.305, -3.199)
O (-2.159, 5.169, -3.687)
C (-1.934, 3.477, -2.040)
C (-2.948, 3.992, -1.232)
C (-3.416, 3.235, -0.173)
C (-2.819, 2.010, 0.090)
N (-1.842, 1.536, -0.669)
C (-1.436, 2.217, -1.729)
H (0.132, 4.593, -4.409)
H (0.397, 3.375, -3.209)
H (-3.348, 4.968, -1.461)
H (-4.222, 3.585, 0.452)
H (-3.116, 1.375, 0.908)
H (-0.716, 1.712, -2.357)
C (1.500, -4.443, 1.134)
N (1.776, -3.358, 0.242)
C (1.146, -3.448, -1.036)
C (1.932, -2.089, 0.859)
C (2.252, -0.954, -0.072)
C (3.513, -0.927, -0.665)
C (3.901, 0.142, -1.449)
C (3.035, 1.206, -1.627)
C (1.778, 1.179, -1.039)
C (1.360, 0.091, -0.292)
H (1.649, -5.394, 0.623)
H (0.459, -4.383, 1.473)
H (2.149, -4.392, 2.007)
H (1.365, -4.422, -1.476)
H (1.497, -2.654, -1.692)
H (0.059, -3.347, -0.914)
H (2.717, -2.166, 1.620)
H (1.012, -1.821, 1.414)
H (4.195, -1.745, -0.481)
H (4.883, 0.158, -1.897)
H (3.340, 2.067, -2.206)
H (1.133, 2.040, -1.142)


[4]
# C17H21BCrN6O3S

A molecular structure, C17H21BCrN6O3S in a non-equilibrium geometry (the ωB97M-V functional and the def2-TZVPD basis, OMol25).

Output
LUMO (spin up / spin down)   -7.61 / -9.04 eV
2S+1   5
Total charge   +2
Orbital gap (spin up / spin down)   0.276 / 0.222 hartree
Expectation value of S²   6.05
HOMO (spin up / spin down)   -15.1 / -15.1 eV
E_tot   -72971.964 eV

Cartesian coordinates (Å):
C (-0.550, -1.380, -2.523)
N (-1.166, -0.245, -2.138)
N (-2.020, 0.164, -3.147)
C (-1.880, -0.678, -4.184)
C (-0.961, -1.678, -3.830)
B (-2.815, 1.513, -2.945)
N (-3.569, 1.407, -1.582)
N (-2.850, 1.102, -0.432)
C (-3.729, 1.102, 0.598)
C (-4.986, 1.474, 0.124)
C (-4.851, 1.661, -1.253)
Cr (-0.878, 0.893, -0.584)
N (-1.753, 2.643, -2.699)
N (-0.841, 2.482, -1.669)
C (-0.034, 3.561, -1.637)
C (-0.413, 4.416, -2.679)
C (-1.493, 3.797, -3.329)
H (0.747, 3.631, -0.881)
H (-2.092, 4.069, -4.191)
H (0.024, 5.359, -2.940)
H (-3.550, 1.749, -3.858)
H (-5.557, 2.007, -1.992)
H (-2.423, -0.464, -5.096)
H (-5.877, 1.630, 0.703)
H (-0.618, -2.486, -4.445)
H (-3.443, 0.831, 1.609)
H (0.126, -1.890, -1.841)
H (-0.461, 2.192, 1.421)
C (-0.565, 1.604, 2.362)
H (-1.458, 1.964, 2.893)
H (-0.685, 0.530, 2.183)
H (0.358, 1.734, 2.946)
C (4.475, -4.769, 4.230)
C (3.961, -3.681, 3.343)
C (4.021, -2.348, 3.762)
C (3.440, -1.336, 3.009)
C (2.667, -1.677, 1.868)
C (2.757, -2.999, 1.357)
C (3.351, -3.990, 2.121)
S (2.493, 0.523, 0.138)
O (1.828, -0.798, 1.293)
O (2.544, 1.661, 1.049)
O (1.237, 0.526, -0.712)
H (5.541, -4.651, 4.464)
H (3.926, -4.743, 5.182)
H (4.329, -5.748, 3.759)
H (4.563, -2.132, 4.687)
H (3.492, -0.292, 3.310)
H (2.272, -3.216, 0.404)
H (3.367, -5.026, 1.774)


[5]
# C17H21BF3N6ReS2

A molecular structure, C17H21BF3N6ReS2 in a non-equilibrium geometry (the ωB97M-V functional and the def2-TZVPD basis, OMol25).

Output
LUMO (spin up / spin down)   -11.00 / -11.58 eV
2S+1   4
Total charge   +3
Orbital gap (spin up / spin down)   0.243 / 0.237 hartree
Expectation value of S²   3.78
HOMO (spin up / spin down)   -17.6 / -18.0 eV
E_tot   -59515.416 eV

Cartesian coordinates (Å):
Re (0.013, 0.507, -0.021)
C (2.573, 5.035, 0.190)
N (1.644, 4.434, 1.162)
C (1.363, 4.916, 2.416)
C (0.381, 4.133, 2.935)
N (0.066, 3.166, 1.999)
B (-1.088, 2.177, 2.135)
N (-0.968, 1.201, 3.283)
C (-1.640, 1.211, 4.489)
C (-1.313, 0.081, 5.159)
N (-0.447, -0.620, 4.360)
C (0.183, -1.905, 4.718)
C (-0.256, 0.054, 3.231)
S (0.763, -0.499, 1.916)
C (0.860, 3.376, 0.931)
S (0.771, 2.570, -0.629)
H (3.414, 5.461, 0.729)
H (2.046, 5.811, -0.361)
H (2.929, 4.263, -0.486)
H (1.875, 5.772, 2.821)
H (-0.110, 4.192, 3.891)
H (-2.138, 2.734, 2.148)
H (-1.096, 1.368, 1.057)
H (-2.303, 2.014, 4.763)
H (-1.621, -0.286, 6.124)
H (-0.368, -2.334, 5.549)
H (1.216, -1.731, 5.010)
H (0.133, -2.580, 3.868)
F (4.696, -2.825, -3.887)
C (4.233, -3.389, -2.774)
F (5.261, -3.681, -1.982)
F (3.595, -4.517, -3.093)
C (3.286, -2.425, -2.072)
C (1.919, -2.539, -2.266)
C (1.099, -1.630, -1.621)
N (1.586, -0.654, -0.828)
C (2.913, -0.549, -0.643)
C (3.790, -1.413, -1.253)
H (1.496, -3.313, -2.891)
H (0.021, -1.704, -1.740)
H (3.264, 0.244, 0.005)
H (4.851, -1.306, -1.073)
C (-4.123, 0.176, -3.674)
C (-4.097, 0.962, -2.350)
C (-2.844, 0.843, -1.666)
N (-1.843, 0.727, -1.106)
H (-5.092, 0.307, -4.149)
H (-3.978, -0.888, -3.499)
H (-3.361, 0.547, -4.355)
H (-4.856, 0.607, -1.644)
H (-4.238, 2.039, -2.499)